# C25H19N2O

A 2-piece molecular cluster, C25H19N2O overall in a non-equilibrium geometry (wB97M-V/def2-TZVPD, OMol25).

Summary:
net charge	-1
F_max	1.79	eV/A
highest occupied orbital energy	-2.75	eV

Last column: Mulliken charge in e.
Positions of all 47 atoms, in Å:
1 C -1.612 1.138 3.304  -1.163
2 C -1.583 -0.160 2.593  0.980
3 C -1.111 -1.283 3.299  0.209
4 N -0.726 -2.232 3.878  -0.776
5 C -1.949 -0.325 1.238  1.010
6 C -2.424 0.763 0.427  -0.616
7 C -2.798 0.549 -0.891  -0.768
8 C -2.714 -0.731 -1.464  0.357
9 C -3.113 -0.931 -2.825  0.136
10 N -3.445 -1.077 -3.939  -0.641
11 C -2.239 -1.803 -0.697  -0.672
12 C -1.861 -1.611 0.622  -0.738
13 H -1.963 1.965 2.685  0.300
14 H -2.264 1.073 4.186  -0.046
15 H -0.608 1.388 3.681  0.281
16 H -2.498 1.771 0.850  0.107
17 H -3.166 1.382 -1.498  0.376
18 H -2.167 -2.799 -1.136  0.385
19 H -1.492 -2.461 1.201  0.309
20 C -4.888 1.642 10.599  -0.300
21 C -5.213 0.408 10.018  -0.739
22 C -5.138 0.257 8.632  -0.148
23 C -4.722 1.320 7.812  0.155
24 C -4.651 1.192 6.317  0.102
25 C -4.894 -0.149 5.761  -0.590
26 C -5.677 -0.318 4.672  -0.046
27 C -6.028 -1.613 4.132  1.015
28 C -6.899 -1.697 3.018  -0.479
29 C -7.268 -2.933 2.497  -0.522
30 C -6.777 -4.114 3.080  -0.407
31 C -5.920 -4.048 4.187  -0.617
32 C -5.544 -2.812 4.712  -0.379
33 O -4.430 2.171 5.592  -0.663
34 C -4.418 2.558 8.403  -0.441
35 C -4.495 2.718 9.785  -0.494
36 H -4.943 1.768 11.679  0.360
37 H -5.525 -0.437 10.635  0.360
38 H -5.412 -0.693 8.168  0.425
39 H -4.446 -0.983 6.300  0.618
40 H -6.122 0.558 4.191  0.311
41 H -7.270 -0.762 2.592  0.326
42 H -7.937 -2.974 1.639  0.363
43 H -7.065 -5.081 2.672  0.359
44 H -5.539 -4.959 4.649  0.363
45 H -4.882 -2.765 5.578  0.262
46 H -4.127 3.386 7.757  0.417
47 H -4.245 3.686 10.222  0.360

---

# C5H8O2

One molecule with the formula C5H8O2 (wB97M-V/def2-TZVPD, OMol25).

Summary:
net charge	0
F_max	0.51	eV/A
structure (SMILES)	O=C1CC[C@@H]1CO
highest occupied orbital energy	-9.48	eV

Last column: Mulliken charge in e.
Positions of all 15 atoms, in Å:
1 O -1.413 -1.602 -1.431  -0.520
2 C -1.328 -0.323 -0.829  -0.704
3 C -0.251 -0.298 0.245  0.327
4 C 1.262 -0.145 -0.094  -0.783
5 C 1.357 1.100 0.841  -0.350
6 C -0.163 1.066 0.927  0.230
7 O -1.005 1.873 1.221  -0.570
8 H -1.299 -1.510 -2.378  0.318
9 H -2.280 -0.085 -0.335  0.251
10 H -1.152 0.470 -1.571  0.404
11 H -0.437 -1.136 0.927  0.333
12 H 1.909 -0.971 0.211  0.265
13 H 1.429 0.040 -1.161  0.277
14 H 1.812 2.033 0.492  0.302
15 H 1.793 0.854 1.817  0.218

---

# C21H20AsF4N3O6SSeTeW

C21H20AsF4N3O6SSeTeW as an isolated structure in a non-equilibrium geometry (wB97M-V/def2-TZVPD, OMol25).

Summary:
net charge	0
F_max	2.26	eV/A
highest occupied orbital energy	-7.02	eV

Last column: Mulliken charge in e.
Positions of all 59 atoms, in Å:
1 W 0.093 0.063 0.047  2.204
2 C -3.569 0.193 0.579  -1.092
3 N -2.680 -0.787 -0.047  0.760
4 C -3.098 -2.121 0.372  -1.408
5 C -2.740 -0.702 -1.492  -0.962
6 C -1.479 -1.214 -2.179  -0.733
7 N -0.272 -1.337 -1.298  0.800
8 C 0.771 -1.997 -2.005  -0.192
9 C 1.616 -2.925 -1.391  0.031
10 F 1.450 -3.233 -0.107  -0.296
11 C 2.636 -3.569 -2.064  0.071
12 F 3.383 -4.449 -1.387  -0.305
13 C 2.881 -3.334 -3.396  -0.490
14 C 2.074 -2.411 -4.020  0.086
15 F 2.283 -2.113 -5.306  -0.302
16 C 1.058 -1.745 -3.355  0.654
17 F 0.412 -0.808 -4.053  -0.323
18 H -4.613 0.004 0.293  0.410
19 H -3.308 1.199 0.270  0.237
20 H -3.490 0.104 1.662  0.246
21 H -4.134 -2.297 0.051  0.413
22 H -3.049 -2.220 1.453  0.422
23 H -2.461 -2.881 -0.078  0.305
24 H -2.882 0.342 -1.769  -0.057
25 H -3.588 -1.276 -1.892  0.484
26 H -1.246 -0.504 -2.968  0.354
27 H -1.632 -2.196 -2.633  0.729
28 H 3.677 -3.838 -3.923  0.514
29 O 1.909 -0.072 -0.388  -0.795
30 As 0.229 2.444 1.638  0.032
31 O -0.962 1.518 0.525  -0.580
32 O 0.956 0.848 1.734  -0.668
33 C 1.540 3.199 0.408  0.618
34 C 2.579 3.726 1.176  -0.737
35 C 3.797 4.063 0.608  -0.673
36 C 3.997 3.872 -0.751  -0.719
37 C 2.962 3.389 -1.535  -0.513
38 C 1.745 3.055 -0.957  0.150
39 S 0.436 2.637 -2.060  1.567
40 O -0.680 3.466 -1.551  -0.760
41 O 0.851 2.892 -3.397  -0.748
42 O 0.167 1.187 -1.844  -0.468
43 H 2.417 -0.216 0.427  0.409
44 H 2.450 3.863 2.247  0.384
45 H 4.584 4.470 1.229  0.410
46 H 4.943 4.125 -1.209  0.414
47 H 3.075 3.292 -2.606  0.519
48 Se -0.243 -1.800 1.752  -0.025
49 C -0.767 -1.082 3.453  0.695
50 C -1.354 0.150 3.680  -0.008
51 C -1.763 0.472 4.969  -0.845
52 N -1.625 -0.331 6.016  -0.598
53 C -1.070 -1.522 5.785  -0.390
54 C -0.636 -1.941 4.540  -0.662
55 H -1.544 0.849 2.875  0.470
56 H -2.231 1.433 5.154  0.367
57 H -0.964 -2.178 6.641  0.370
58 H -0.197 -2.924 4.427  0.380
59 Te -2.694 3.170 -2.351  -0.157

---

# C6H10N3

An isolated ion of composition C6H10N3 and charge +1 in a non-equilibrium geometry (wB97M-V/def2-TZVPD, OMol25).

Summary:
net charge	+1
F_max	1.84	eV/A
structure (SMILES)	C=C1C[N+]2(CCC2)N=N1
highest occupied orbital energy	-14.75	eV

Last column: Mulliken charge in e.
Positions of all 19 atoms, in Å:
1 C 0.208 -1.579 -1.554  0.593
2 C -0.082 -2.652 -2.283  -0.865
3 C -0.556 -0.925 -0.399  -0.402
4 C 0.554 1.895 1.258  -0.420
5 C 0.827 0.391 1.340  -0.568
6 C -0.212 1.608 -0.036  -0.568
7 N 1.344 -0.823 -1.743  -0.188
8 N 1.479 0.112 -1.018  -0.368
9 N 0.298 0.209 -0.040  0.725
10 H 0.587 -2.967 -3.067  0.322
11 H -0.975 -3.230 -2.121  0.279
12 H -1.541 -0.587 -0.724  0.326
13 H -0.662 -1.615 0.440  0.326
14 H -0.031 2.314 2.070  0.322
15 H 1.450 2.491 1.108  0.273
16 H 1.868 0.081 1.424  0.289
17 H 0.219 -0.139 2.071  0.318
18 H -1.296 1.635 0.065  0.318
19 H 0.095 2.159 -0.925  0.289

---

# C22H25N3O6S

One molecule with the formula C22H25N3O6S in a non-equilibrium geometry (wB97M-V/def2-TZVPD, OMol25).

Summary:
net charge	0
F_max	1.16	eV/A
structure (SMILES)	CCN(C(=O)Cn1c(=O)oc2cc(S(=O)(=O)N3CCCC3)ccc21)c1ccc(OC)cc1
highest occupied orbital energy	-8.35	eV

Last column: Mulliken charge in e.
Positions of all 57 atoms, in Å:
1 C -1.678 -1.449 4.534  -1.070
2 H -2.118 -2.410 4.280  0.324
3 C -0.157 -1.563 4.530  -0.831
4 N 0.379 -1.927 3.218  0.388
5 C 0.179 -3.205 2.827  0.666
6 O -0.368 -4.014 3.554  -0.677
7 C 0.613 -3.704 1.440  -0.839
8 N 0.810 -2.758 0.380  0.154
9 C -0.016 -1.740 -0.028  1.103
10 C -1.293 -1.358 0.341  -1.148
11 C -1.782 -0.185 -0.215  -0.345
12 C -1.020 0.550 -1.106  -0.286
13 C 0.241 0.153 -1.528  -0.787
14 C 0.721 -1.012 -0.979  0.022
15 O 1.928 -1.610 -1.166  -0.476
16 C 2.004 -2.667 -0.315  0.371
17 O 2.944 -3.398 -0.205  -0.609
18 H 0.803 0.750 -2.223  0.650
19 S -1.571 2.164 -1.644  1.638
20 O -2.920 2.370 -1.197  -0.744
21 O -0.579 3.116 -1.229  -0.779
22 N -1.442 1.996 -3.312  -0.113
23 C -1.387 3.262 -4.023  -0.794
24 H -0.888 3.087 -4.980  0.394
25 H -0.805 3.968 -3.434  0.384
26 C -2.850 3.683 -4.222  -0.550
27 H -3.165 4.313 -3.391  0.246
28 H -2.985 4.234 -5.150  0.406
29 C -3.633 2.357 -4.207  -0.589
30 H -4.401 2.380 -3.436  0.228
31 H -4.103 2.149 -5.166  0.364
32 C -2.580 1.286 -3.866  -0.633
33 H -2.243 0.759 -4.763  0.465
34 H -2.933 0.558 -3.137  0.268
35 H -2.755 0.195 0.052  0.617
36 H -1.865 -1.928 1.055  0.497
37 H 1.561 -4.242 1.555  0.401
38 H -0.147 -4.441 1.152  0.334
39 C 1.078 -0.918 2.511  -1.076
40 C 0.455 0.297 2.250  -0.224
41 C 1.097 1.290 1.534  -0.094
42 C 2.392 1.081 1.067  0.655
43 C 3.041 -0.117 1.384  -0.895
44 C 2.397 -1.100 2.103  0.070
45 H 2.913 -2.018 2.342  0.527
46 H 4.054 -0.260 1.043  0.448
47 O 3.093 1.961 0.318  -0.476
48 C 2.509 3.213 0.014  -0.504
49 H 3.231 3.719 -0.624  0.274
50 H 1.558 3.110 -0.517  0.064
51 H 2.354 3.802 0.922  0.329
52 H 0.571 2.206 1.323  0.483
53 H -0.553 0.469 2.590  0.227
54 H 0.139 -2.343 5.237  0.442
55 H 0.304 -0.619 4.821  0.450
56 H -2.022 -0.702 3.823  0.234
57 H -2.016 -1.166 5.527  0.419

---

Kohn-Sham gap (eV)
4.3, 10.3, 5.0, 10.2, 8.8
E (eV)
-31261.3398, -9408.5698, -195864.0482, -10844.8661, -50810.8601